{"formula": "C24H35BN7ORb", "method": "ωB97M-V/def2-TZVPD", "species": ["Rb", "C", "C", "C", "C", "C", "C", "N", "N", "B", "N", "C", "C", "C", "N", "C", "C", "C", "N", "C", "C", "C", "N", "C", "C", "C", "H", "H", "H", "H", "H", "H", "H", "H", "H", "H", "H", "H", "H", "H", "H", "H", "H", "H", "H", "H", "H", "H", "H", "H", "H", "H", "H", "H", "O", "C", "C", "C", "C", "C", "C", "N", "H", "H", "H", "H", "H", "H", "H"], "coordinates": [[-0.2750, -0.0334, 0.7860], [-2.1294, -4.0181, -2.6003], [-1.3237, -3.4512, -1.4211], [-1.0755, -4.4531, -0.2690], [0.0277, -2.9131, -1.8533], [0.8060, -3.3603, -2.9618], [1.9559, -2.6079, -2.8394], [1.8429, -1.7611, -1.8113], [0.6665, -1.9695, -1.1878], [2.6681, -0.4829, -1.6944], [1.8415, 0.7203, -2.3024], [2.0381, 1.2261, -3.4901], [1.1007, 2.2004, -3.7273], [0.3453, 2.2872, -2.5271], [0.8173, 1.3836, -1.6674], [-0.8174, 3.1584, -2.1676], [-0.3922, 4.5219, -1.5873], [-1.8374, 2.4985, -1.2918], [3.2296, -0.2368, -0.2545], [4.5256, 0.0372, -0.1083], [4.8290, 0.1021, 1.2488], [3.5954, -0.0260, 1.8565], [2.6096, -0.2681, 0.9495], [3.2613, -0.0452, 3.3047], [3.1704, -1.4771, 3.8255], [2.0232, 0.7529, 3.7152], [-3.0370, -4.5193, -2.2520], [-1.4939, -4.7043, -3.1064], [-2.3566, -3.1485, -3.2017], [-1.8601, -2.5822, -0.9972], [-0.4962, -5.2843, -0.5931], [-1.9755, -4.7364, 0.1966], [-0.4087, -3.9544, 0.4408], [0.6262, -4.1993, -3.6275], [2.8524, -2.5205, -3.5261], [3.6165, -0.6037, -2.4235], [2.7333, 0.7677, -4.1650], [0.9745, 2.6478, -4.6732], [-1.2519, 3.3866, -3.1594], [0.0552, 4.4774, -0.6146], [-1.2385, 5.2432, -1.4194], [0.3203, 4.9930, -2.2994], [-1.5224, 2.5208, -0.2664], [-2.0764, 1.4294, -1.5219], [-2.7676, 3.0168, -1.2836], [5.2508, -0.0412, -0.9082], [5.8077, 0.1763, 1.7441], [4.1456, 0.3817, 3.7750], [2.3100, -1.9437, 3.3113], [2.9096, -1.4554, 4.8714], [4.0636, -2.0556, 3.6419], [1.1497, 0.2178, 3.4051], [1.9344, 1.7683, 3.2428], [1.9420, 0.8777, 4.7581], [-2.9634, -1.4060, 1.2340], [-3.8393, -0.7902, 2.1926], [-3.6874, 0.6964, 2.2677], [-4.4005, 1.5477, 1.5095], [-4.1501, 2.9248, 1.5200], [-3.1481, 3.3798, 2.3621], [-2.5339, 2.4304, 3.1694], [-2.7552, 1.1335, 3.1065], [-3.4187, -1.5580, 0.4011], [-3.5383, -1.2344, 3.1425], [-4.8433, -1.0594, 1.9420], [-5.1576, 1.2242, 0.7956], [-4.7203, 3.6260, 0.8981], [-2.8505, 4.4298, 2.3818], [-1.7038, 2.7148, 3.8046]], "forces_ev_per_angstrom": [[0.1, 0.0, -0.1], [0.2, 0.9, 1.4], [0.5, 0.2, 0.7], [1.0, 1.7, -0.5], [-0.1, -0.7, -1.0], [0.1, -0.1, 0.9], [1.3, 0.1, -1.9], [-0.2, -0.4, 0.0], [-0.6, 0.5, 0.3], [-0.3, 0.5, 0.3], [-0.3, -0.2, 2.6], [-0.3, 0.1, -1.4], [-0.3, 0.1, 0.6], [1.1, -0.9, -0.1], [0.3, -0.5, 0.0], [0.1, 0.8, -1.2], [-0.4, 1.0, -0.9], [-0.3, -1.6, 0.2], [-0.2, 0.3, -0.7], [1.4, -0.9, 0.7], [0.5, 0.4, -0.2], [-2.0, -0.6, -0.6], [1.0, 0.5, 0.3], [0.8, 0.2, 0.6], [-1.3, 0.1, -0.6], [0.3, 0.9, -1.8], [0.1, 0.1, -0.1], [0.2, -0.6, -0.7], [-0.3, -0.2, -0.6], [0.0, -0.3, -0.1], [0.2, -1.0, -0.5], [-1.1, -0.6, 0.7], [-0.3, 0.0, 0.2], [0.0, 0.4, 0.1], [-1.3, -0.3, 1.1], [0.0, 0.0, 0.0], [0.3, 0.1, -0.1], [-0.3, 0.8, -0.6], [-0.2, 0.0, 0.4], [0.6, -0.5, 0.5], [0.4, -0.8, -0.6], [-0.4, -0.2, 0.6], [0.4, 0.0, 0.7], [0.4, 0.8, -0.2], [-0.8, 0.6, -0.2], [-0.4, 0.3, -0.2], [-0.7, 0.2, -0.5], [0.0, 0.3, 0.3], [0.4, -0.1, 0.1], [0.2, -0.2, 0.6], [0.2, -0.1, 0.0], [-0.7, -0.5, -0.2], [0.4, -0.9, 0.3], [0.1, 0.1, 1.4], [0.3, 0.3, -0.1], [0.6, -0.6, -0.1], [0.8, -1.0, 0.7], [-1.6, 1.8, -2.0], [0.2, 0.1, 0.3], [-0.4, 0.2, -0.2], [1.1, 0.4, -0.2], [0.3, -0.2, 0.5], [-0.1, 0.1, 0.0], [-0.3, 0.2, 0.0], [-0.8, -0.2, 0.1], [0.1, -0.3, 0.3], [0.3, -0.5, 0.2], [-0.1, -0.4, 0.1], [-0.1, 0.2, 0.3]], "mulliken_charge": [0.753, -1.453, 1.710, -1.556, -0.119, -0.839, -0.677, 0.522, -0.123, -0.073, 0.187, -0.116, -1.466, 0.110, -0.025, 0.756, -1.443, -1.350, 0.305, -0.223, -1.143, 0.063, -0.001, 0.604, -1.275, -1.365, 0.391, 0.295, 0.393, -0.540, 0.436, 0.429, 0.314, 0.345, 0.370, -0.222, 0.507, 0.460, 0.209, 0.326, 0.350, 0.385, -0.027, 0.314, 0.595, 0.396, 0.373, 0.262, 0.177, 0.401, 0.384, 0.035, 0.314, 0.494, -0.240, -1.222, 0.968, -0.323, -0.455, -0.355, -0.339, -0.436, 0.206, 0.283, 0.420, 0.320, 0.418, 0.406, 0.413], "e_homo_ev": -8.090, "lumo_ha": -0.004, "total_energy_ev": -39268.2129, "e_above_lowest_kj_mol": 5.1, "gap_ev": 7.98}